a.
Computed, not measured: a cluster of 2 separate species, C2H7S2 in total, with ωB97M-V/def2-TZVPD.

Values from the calculation:
Total charge ... -1

Last column: Mulliken charge in e.
Geometry (Å):
S1 -2.906 0.143 1.214  -0.87
H1 -2.011 0.011 2.245  -0.07
C1 -0.474 -0.828 -0.874  -0.59
S2 1.133 -0.108 -1.345  -0.16
C2 1.500 0.869 0.089  -0.80
H2 -1.180 -0.529 -1.657  0.27
H3 -0.307 -1.865 -1.172  0.25
H4 -0.600 -0.855 0.252  0.13
H5 0.716 1.180 0.793  0.30
H6 1.977 1.801 -0.182  0.29
H7 2.152 0.179 0.637  0.24

***

b.
Computed, not measured: a cluster of 2 separate species, C2H7S2 in total, with ωB97M-V/def2-TZVPD.

Values from the calculation:
Total charge ... -1

Last column: Mulliken charge in e.
Geometry (Å):
S1 2.345 -0.235 -2.133  -0.78
H1 2.557 -0.869 -3.184  -0.08
C1 -0.435 0.837 1.378  -0.74
C2 -0.848 -0.467 0.605  -0.59
S2 -1.196 0.031 -1.283  -0.23
H2 0.409 1.308 0.705  0.24
H3 -1.346 1.372 1.572  0.27
H4 0.071 0.514 2.310  0.26
H5 -1.680 -1.178 0.962  0.31
H6 0.019 -1.175 0.574  0.28
H7 0.103 -0.138 -1.506  0.05

***

Energy ordering: b at the bottom, the next structure 3.3 kcal/mol above.

***

a.
Computed, not measured: a cluster of 2 separate species, C2H7S2 in total, with ωB97M-V/def2-TZVPD.

Values from the calculation:
Total charge ... -1

Last column: Mulliken charge in e.
Geometry (Å):
S1 -2.834 0.195 -1.376  -0.83
H1 -3.799 -0.581 -1.072  -0.08
C1 0.456 -0.731 -0.250  -0.65
C2 0.382 0.478 0.743  -0.36
S2 1.792 1.696 0.770  -0.28
H2 1.442 -0.733 -0.718  0.30
H3 0.257 -1.632 0.353  0.20
H4 -0.329 -0.544 -0.993  0.07
H5 0.600 0.103 1.697  0.29
H6 -0.659 0.964 0.585  0.25
H7 2.692 0.785 0.261  0.08

***

b.
Computed, not measured: a cluster of 2 separate species, C2H7S2 in total, with ωB97M-V/def2-TZVPD.

Values from the calculation:
Total charge ... -1

Last column: Mulliken charge in e.
Geometry (Å):
S1 3.047 0.620 -0.521  -0.85
H1 3.591 -0.319 0.231  -0.06
C1 -0.213 -0.445 -1.190  -0.59
S2 -0.750 -1.134 0.430  -0.08
C2 -1.262 0.409 1.254  -0.78
H2 0.602 0.275 -1.040  0.03
H3 0.134 -1.340 -1.711  0.26
H4 -1.037 -0.046 -1.779  0.29
H5 -0.564 1.243 1.314  0.29
H6 -1.373 0.051 2.279  0.25
H7 -2.175 0.685 0.734  0.24

***

Energy ordering: b at the bottom, the next structure 6.5 kcal/mol above.

***

a.
Computed, not measured: a cluster of 2 separate species, C2H11N2O in total, with ωB97M-V/def2-TZVPD.

Values from the calculation:
Total charge ... +1

Last column: Mulliken charge in e.
Geometry (Å):
C1 -2.048 -1.058 1.048  -0.74
N1 -1.328 -1.295 -0.212  -0.47
H1 -2.729 -1.928 1.399  0.29
H2 -1.411 -0.724 1.915  0.24
H3 -2.777 -0.150 0.957  0.30
H4 -1.680 -0.845 -1.049  0.24
H5 -1.002 -2.209 -0.363  0.20
H6 -0.242 0.749 0.305  0.21
N2 0.589 1.370 -0.084  -0.33
C2 1.607 0.575 -0.894  -0.12
O1 2.864 1.024 -0.429  -0.56
H7 1.075 1.717 0.916  0.44
H8 0.293 2.150 -0.674  0.37
H9 1.658 -0.612 -0.681  0.27
H10 1.455 0.872 -1.953  0.27
H11 3.676 0.363 -0.200  0.39

***

b.
Computed, not measured: a cluster of 2 separate species, C2H11N2O in total, with ωB97M-V/def2-TZVPD.

Values from the calculation:
Total charge ... +1

Last column: Mulliken charge in e.
Geometry (Å):
C1 -0.970 0.531 -0.750  -0.60
N1 0.001 0.112 -1.798  -0.55
C2 -0.302 1.429 0.279  -0.53
N2 0.958 0.666 0.693  -0.25
H1 -1.515 -0.319 -0.336  0.38
H2 -1.893 1.003 -1.127  0.40
H3 -0.344 -0.815 -2.013  0.25
H4 -0.019 0.793 -2.543  0.23
H5 -0.845 1.797 1.134  0.35
H6 0.074 2.379 -0.186  0.31
H7 1.318 0.987 1.595  0.37
H8 0.853 -0.350 0.762  0.24
H9 1.673 0.810 -0.026  0.41
H10 0.881 -3.110 2.002  0.32
H11 -0.302 -3.241 1.041  0.32
O1 0.432 -2.671 1.272  -0.64

***

Energy ordering: b at the bottom, the next structure 47.5 kcal/mol above.